1.
54
Properties=species:S:1:pos:R:3:forces:R:3 method="wB97M-V/def2-TZVPD" e_above_lowest_ev=11.204 orbital_gap_ev=8.396 spin_multiplicity=1
H -1.318 -3.591 -0.816 -0.11 -0.31 0.07
C -1.943 0.602 2.502 -1.23 0.33 3.28
H -2.488 -0.341 2.446 -0.14 0.07 -0.65
H 1.980 -2.624 1.229 -0.02 0.22 0.12
H 2.046 -0.876 -0.537 -0.14 0.11 0.17
C 3.290 2.289 2.930 -2.52 1.15 -1.20
C -2.317 -1.322 -1.171 -0.51 -0.02 -1.88
H -0.151 0.805 -1.963 -0.30 0.38 -1.92
H 0.099 1.010 3.189 -0.22 -0.43 0.05
O 1.095 2.156 -2.752 2.83 2.37 0.67
O -0.961 -3.260 0.012 -0.74 -2.00 -0.15
C -0.731 0.350 3.441 -0.15 0.52 0.17
C 0.406 -3.087 -0.201 0.59 0.74 1.99
H -2.618 1.396 2.820 -0.06 -0.36 0.89
H -0.853 2.322 -2.563 -0.71 -0.26 0.16
H -0.053 1.733 -4.970 0.06 0.40 0.25
O 0.168 0.323 1.085 8.09 -5.75 -3.86
H 1.324 0.150 1.520 -0.67 -0.11 0.11
H 1.068 2.277 2.554 0.02 0.47 0.48
O -1.501 1.109 1.268 -15.67 8.34 0.11
H 1.943 2.187 1.074 0.55 1.16 -0.08
H -2.368 -2.372 -0.884 0.16 1.04 0.12
H 3.253 1.776 3.891 0.44 -0.30 -0.36
H -0.028 1.467 -0.553 0.18 -0.04 0.11
C 0.917 -2.868 1.221 0.41 0.36 0.00
C -1.632 -1.117 -2.558 -0.83 -0.30 1.24
H 0.500 0.215 -4.389 -0.04 -0.19 0.23
H 0.331 -2.059 1.655 0.33 0.19 -0.07
H -0.395 -0.685 3.370 0.08 0.22 -0.08
H 1.931 0.453 -1.702 0.21 -0.26 -0.02
C -0.100 1.556 -2.751 -2.63 -1.85 -2.80
H -0.574 -1.178 -2.306 0.12 -0.19 -0.96
H 3.090 3.341 3.134 0.85 0.39 0.16
H 0.940 -3.931 -0.638 -0.27 0.01 -0.49
H -0.906 0.570 4.494 -0.70 -0.08 -0.06
O -3.611 -0.822 -1.145 -2.01 1.36 0.12
H -1.803 -0.633 -0.501 -0.08 -1.09 0.38
C -0.258 0.978 -4.212 -0.31 0.16 0.22
H 0.867 3.076 -2.906 0.93 0.21 -0.07
H -2.230 1.039 0.649 -0.17 -0.03 -0.42
H -1.958 -1.818 -3.327 0.21 -0.32 0.16
H 0.450 -2.147 -0.751 1.02 -0.32 -0.40
C 1.785 0.175 -0.658 -0.16 0.69 -1.10
C 0.315 0.463 -0.305 1.27 -1.17 2.67
H -4.302 -1.423 -1.433 0.35 -0.22 -0.10
H -0.707 0.626 1.338 5.25 -3.34 -0.91
H 0.766 -3.710 1.897 -0.03 -0.39 -0.43
H -0.290 -0.361 -0.684 0.33 0.80 -0.71
H -1.877 -0.129 -2.948 0.02 -0.28 0.53
O 2.016 0.507 2.083 4.99 0.27 3.61
H 2.489 0.776 -0.082 -0.21 -0.17 -0.10
H -1.234 0.573 -4.481 0.11 0.00 0.10
C 2.001 1.909 2.126 1.05 -2.08 0.02
H 4.138 2.142 2.262 0.17 -0.12 0.63

---

2.
61
Properties=species:S:1:pos:R:3:forces:R:3 method="wB97M-V/def2-TZVPD" e_above_lowest_ev=10.158 orbital_gap_ev=2.250 spin_multiplicity=1 total_charge=+1
N 0.704 -5.913 4.769 -2.57 -1.31 -0.02
C -1.580 3.680 -3.499 -0.38 0.56 -1.39
N -2.482 6.938 -4.380 1.95 -0.37 0.55
H -3.218 6.869 -7.589 -0.29 0.02 0.30
H 0.049 -3.136 -0.877 0.46 -0.52 -0.01
H 4.907 -6.534 6.757 -0.15 -0.66 0.12
H -2.411 7.026 -2.280 -0.41 0.32 0.32
C 0.496 -7.303 4.205 2.47 -0.31 0.17
H 2.148 -3.003 7.475 -0.06 -0.21 0.72
H -3.077 5.108 -7.149 -0.46 0.37 0.15
C 4.241 -6.660 5.903 0.27 -0.01 -1.20
C -0.521 -5.086 4.483 1.99 1.29 -0.02
H -4.469 7.238 -3.793 0.04 0.41 -0.19
O 2.954 -5.195 3.596 -0.04 0.27 1.44
H 3.109 -2.455 4.062 -0.79 -0.58 -0.36
H -0.629 2.591 -6.118 0.77 1.00 0.30
H 0.903 -4.249 7.184 -0.38 0.47 0.20
H -2.436 5.736 -8.617 0.58 -0.06 -0.05
P 2.234 -5.173 4.917 -0.56 -0.24 -0.44
H 0.709 -2.439 6.778 -0.59 -0.42 -0.48
N -1.320 6.200 -6.823 -0.42 -0.81 0.23
H -1.983 3.540 -6.891 0.96 0.43 -0.15
H 3.666 -2.374 5.597 0.01 0.60 0.68
H 1.259 -7.483 3.447 -0.19 0.42 -0.90
H -0.467 -7.648 3.828 -0.25 1.24 0.03
H -0.522 6.975 -8.664 -0.37 -0.11 0.14
H -0.993 7.560 -3.096 0.01 0.48 0.07
C 2.215 -6.843 7.111 -1.67 0.59 0.41
H -0.945 -4.660 5.393 -0.15 -0.21 0.00
H -4.252 6.085 -5.072 -0.04 -0.45 0.24
H -0.648 3.116 -3.458 0.17 0.26 0.50
H 2.138 -1.520 5.188 -0.17 -0.20 0.19
C -2.080 7.628 -3.127 0.65 -1.19 -0.60
N 2.039 -3.622 5.566 -1.40 -0.66 -1.68
H -4.091 7.665 -5.557 -0.06 0.83 0.46
C 2.711 -2.441 5.076 1.63 -0.07 -0.59
N -1.721 4.237 -4.863 0.29 -0.08 -1.95
O 0.134 6.117 -4.543 -3.06 0.29 -0.75
H -0.065 -4.275 3.915 -0.81 0.60 -0.12
H -2.428 8.660 -3.075 -0.04 -0.13 -0.11
H -2.409 2.991 -3.338 -0.07 0.01 0.22
C 1.344 -3.324 6.813 1.51 -0.59 0.19
C -2.581 5.985 -7.566 0.47 -0.14 0.52
N 2.946 -6.086 6.142 0.17 1.26 -0.67
H 2.681 -6.912 8.094 0.78 -0.52 -0.37
O 0.204 -3.992 -1.321 0.41 -0.60 -0.09
Ca 2.908 -6.996 -1.275 -0.89 1.24 0.30
H 4.000 -7.656 5.532 0.90 -0.78 0.69
H -1.644 4.531 -2.821 0.28 -0.39 0.37
H -0.510 8.112 -7.284 0.18 0.16 -0.22
H 0.670 6.778 -7.412 -0.09 0.07 0.29
P -1.287 5.901 -5.078 2.37 0.27 -1.28
H 1.307 -6.322 7.414 -0.24 0.08 -0.43
C -1.524 3.195 -5.964 -2.29 0.49 0.74
C -0.363 7.077 -7.591 -0.32 -0.59 1.53
H -1.298 -5.509 3.847 0.37 -0.55 0.27
H -2.261 2.413 -5.781 -0.22 -0.24 0.73
C -3.884 7.037 -4.690 -0.21 -1.42 -1.00
H 0.783 -8.173 4.795 -0.08 0.39 1.35
H 1.876 -7.776 6.660 0.26 -0.51 0.57
H 4.764 -6.230 5.048 -0.25 0.52 0.05

---

3.
57
Properties=species:S:1:pos:R:3:forces:R:3 method="wB97M-V/def2-TZVPD" e_above_lowest_ev=1.808 orbital_gap_ev=9.512 spin_multiplicity=1 smiles=COC[C@H](C)N.COC[C@H](C)N.COC[C@H](C)N.O.O
C -0.970 3.863 -1.532 -0.87 -0.28 -0.14
H 4.269 0.941 -0.003 0.17 -0.22 -0.11
H 1.381 -0.337 2.388 -0.96 -0.56 -0.12
H -1.665 -1.847 0.584 -0.62 0.09 0.30
H -1.235 -5.684 2.758 0.14 -0.11 0.21
H -0.303 -2.063 2.747 0.32 -0.01 -0.67
H 0.979 -5.941 3.885 -0.28 0.06 -0.36
H 1.970 -1.269 -1.981 -0.36 0.41 -0.08
H 1.338 -0.249 4.184 0.25 0.64 -0.11
O 3.493 1.273 0.448 0.17 -0.10 0.11
C 1.774 -0.747 3.318 0.24 -0.15 0.21
C -1.205 -4.632 3.042 -0.41 0.24 -0.76
H 1.578 -2.842 -0.301 0.31 0.18 0.38
O -0.099 -1.018 -0.334 0.81 -0.02 0.03
H -0.404 4.608 0.104 0.62 0.46 0.84
C -1.276 5.237 -2.189 0.85 -0.35 -0.60
C -0.167 -1.786 -1.577 0.70 2.41 -0.68
H 1.954 -4.649 4.055 0.10 0.08 0.09
N 0.069 3.963 -0.513 -0.17 1.65 -0.33
H -1.367 6.008 -1.424 -0.32 0.19 0.22
H 2.825 -0.521 3.141 0.22 -0.14 0.85
H -0.259 -2.396 4.380 0.12 -0.55 0.58
H -0.403 5.484 -2.792 0.43 0.24 0.14
H 0.326 0.659 0.099 0.11 -0.38 -0.30
H 1.100 -3.908 -1.352 0.09 -0.56 -0.12
C 1.291 -2.109 -2.129 -1.32 -0.09 1.63
O 0.800 1.347 0.565 -0.58 0.65 0.46
H -1.344 -0.236 1.280 1.22 -0.13 0.03
O 1.647 -2.140 3.578 -1.17 -0.87 -1.21
O -2.375 5.249 -3.103 -0.44 -1.08 0.90
H 0.108 3.105 0.017 0.26 -0.47 -0.13
H -2.424 3.924 0.058 -0.37 0.10 -0.20
C 1.364 -2.613 -3.554 -0.38 0.48 0.23
C 0.276 -2.646 3.464 0.80 0.91 0.18
C 0.220 -4.123 3.098 0.55 -1.03 0.85
H 1.724 1.147 0.414 0.48 -0.17 -0.04
H -0.541 3.235 -2.313 -0.60 -0.39 -0.15
H 1.113 -1.824 -4.263 -0.17 -0.12 -0.09
N 0.989 -4.945 4.055 0.02 0.78 0.50
H -3.343 6.557 -4.426 0.03 -0.79 -0.11
H -2.062 -0.314 -0.253 -0.18 -0.20 -0.42
H -2.554 7.289 -3.114 0.34 0.28 0.23
N 1.752 -3.143 -1.249 0.93 -1.08 0.64
H -2.049 2.290 -0.485 0.46 -0.02 0.34
H -0.784 -2.665 -1.391 0.12 -0.21 -0.35
C -2.454 6.452 -3.804 0.21 0.64 0.25
H -0.584 -1.100 -2.314 -0.83 -0.16 -0.13
H 3.478 2.208 0.244 -0.04 0.43 -0.02
H 0.647 -4.298 2.110 0.02 0.51 -0.43
H -3.051 3.157 -1.502 -0.36 0.72 0.10
C -1.331 -0.832 0.367 -0.68 -1.15 -1.06
H -1.824 -4.487 3.927 0.34 0.06 0.17
H 2.383 -2.940 -3.759 -0.11 -0.11 0.06
H 0.671 -3.450 -3.641 0.05 -0.10 -0.37
C -2.215 3.314 -0.821 -0.02 -1.02 -1.17
H -1.685 -4.122 2.207 -0.31 0.14 -0.01
H -1.548 6.565 -4.400 0.04 0.33 -0.26

---

4.
55
Properties=species:S:1:pos:R:3:forces:R:3 method="wB97M-V/def2-TZVPD" e_above_lowest_ev=0.190 orbital_gap_ev=10.413 spin_multiplicity=1 total_charge=+1
H 14.295 23.075 2.027 0.08 -0.02 0.17
H 17.743 21.932 4.537 -0.02 -0.02 -0.20
H 11.304 22.473 2.212 -0.13 -0.01 -0.05
O 13.887 22.205 2.089 -0.07 -0.06 -0.36
H 11.625 18.492 1.000 0.05 0.06 0.04
H 10.839 17.927 5.938 0.01 0.08 -0.21
H 12.081 19.160 6.270 0.01 -0.11 0.09
C 11.009 18.952 6.272 0.10 0.12 0.04
H 16.166 19.850 6.101 -0.01 0.01 -0.04
C 17.321 20.928 4.636 0.08 -0.11 0.21
O 11.507 19.331 2.899 0.08 -0.14 -0.09
C 12.989 22.028 0.960 -0.04 0.18 -0.15
H 14.000 21.044 3.091 -0.16 0.24 -0.02
H 11.909 23.849 1.289 -0.07 0.00 -0.01
H 13.346 15.860 3.643 -0.04 0.00 0.13
H 12.802 20.953 0.915 0.05 -0.01 0.09
O 14.824 17.984 4.090 -0.20 -0.26 -0.04
H 18.147 20.210 4.661 0.02 0.05 -0.01
H 13.283 17.730 5.390 -0.10 0.05 -0.25
C 15.068 17.119 6.364 -0.05 0.29 -0.32
H 13.089 22.203 -1.191 0.07 -0.11 -0.02
C 13.830 15.801 4.624 -0.28 0.16 -0.64
H 12.796 17.920 2.189 0.01 0.11 0.14
H 12.794 19.959 3.522 0.00 0.20 -0.23
H 17.154 21.167 6.749 0.00 -0.05 0.03
H 15.601 17.509 3.780 0.12 0.11 -0.03
H 15.231 18.118 6.767 -0.08 -0.06 0.08
H 16.047 16.700 6.121 -0.05 -0.14 0.02
C 10.833 17.023 2.366 0.07 0.30 -0.10
H 13.742 23.578 -0.328 0.02 -0.06 0.02
C 13.674 22.483 -0.316 -0.10 0.36 0.18
O 11.117 18.048 8.434 -0.22 0.05 -0.11
C 10.474 19.083 7.680 0.57 -0.07 0.18
H 10.713 17.998 9.305 0.03 0.02 0.02
H 10.782 16.849 3.440 0.07 -0.04 0.01
H 10.568 19.669 5.580 -0.25 -0.08 0.05
H 15.678 21.540 5.864 -0.02 -0.05 0.01
H 14.709 15.166 4.500 0.06 0.00 0.19
C 11.751 18.195 2.045 -0.27 -0.37 -0.16
H 13.127 15.336 5.312 0.10 -0.14 0.06
H 9.826 17.214 1.991 -0.02 -0.02 0.08
H 14.587 16.508 7.125 0.06 -0.03 0.05
H 9.389 18.974 7.706 -0.04 0.02 0.01
C 11.697 22.778 1.242 0.25 0.02 0.12
H 10.946 22.618 0.470 0.02 -0.08 -0.03
H 10.765 20.053 8.099 -0.26 0.05 -0.04
C 16.528 20.858 5.911 -0.11 0.13 0.12
H 10.581 19.587 2.855 -0.02 0.02 0.07
C 14.183 17.185 5.119 0.47 -0.08 0.63
O 13.729 20.291 3.710 0.09 -0.32 0.16
H 16.983 20.721 2.736 -0.11 -0.04 -0.08
H 14.362 19.516 3.655 0.10 -0.08 0.48
O 16.455 20.619 3.534 0.19 0.16 -0.16
H 11.202 16.124 1.874 -0.02 -0.02 0.01
H 14.686 22.090 -0.386 -0.05 -0.19 -0.11